Entry 1:
The following is a DFT calculation (the ωB97M-V functional and the def2-TZVPD basis) of a molecular structure, C40H36N2O4Tl.

- total charge = +1
- LUMO (eV) = -4.544
- F_max (eV Å⁻¹) = 1.1
- E (eV) = -57921.323

Each line ends with the Löwdin charge.
Cartesian coordinates (Å):
Tl -0.261 0.136 -0.162  1.2347
N 2.149 0.091 0.013  0.0788
C 2.603 -0.178 1.361  -0.2309
C 3.926 -0.176 1.687  0.0021
C 4.344 -0.412 3.015  -0.0387
C 3.422 -0.642 3.993  -0.0021
C 2.045 -0.693 3.673  -0.1340
C 1.039 -0.987 4.622  0.0307
C -0.265 -1.094 4.230  -0.0044
C -0.579 -0.899 2.874  -0.0810
N 0.337 -0.586 1.983  0.0412
C 1.637 -0.475 2.347  -0.1674
H 2.636 -0.499 -0.655  0.1190
H 2.294 1.065 -0.247  0.0953
H 4.665 0.023 0.920  0.1297
H 5.400 -0.399 3.247  0.1186
H 3.729 -0.798 5.020  0.1275
H 1.322 -1.138 5.657  0.1326
H -1.050 -1.341 4.929  0.1205
H -1.593 -1.014 2.505  0.1209
C -4.503 2.500 3.456  0.0230
C -3.860 3.289 2.334  -0.5575
C -4.343 4.719 2.268  0.0298
O -2.442 3.301 2.491  -0.0172
C -1.865 2.418 1.556  -0.1932
C -2.900 2.323 0.440  -0.1407
O -4.117 2.625 1.099  0.0015
C -2.993 0.949 -0.314  -0.3642
O -2.270 -0.100 0.307  -0.2452
C -2.512 1.093 -1.762  -0.1811
C -1.762 0.060 -2.352  -0.1061
C -1.186 0.213 -3.623  -0.0585
C -1.391 1.378 -4.328  -0.0576
C -2.207 2.372 -3.783  -0.0260
C -2.775 2.225 -2.528  -0.0234
C -4.445 0.417 -0.313  -0.1184
C -5.212 0.294 -1.462  -0.0127
C -6.482 -0.276 -1.405  -0.0689
C -6.982 -0.747 -0.206  -0.0794
C -6.218 -0.625 0.950  -0.0612
C -4.959 -0.060 0.894  -0.0269
C -0.519 2.952 1.038  -0.3937
O -0.181 2.229 -0.134  -0.2471
C 0.579 2.908 2.090  -0.1555
C 1.897 3.040 1.655  -0.0373
C 2.944 3.107 2.561  -0.0718
C 2.687 3.039 3.926  -0.0813
C 1.381 2.889 4.367  -0.0651
C 0.331 2.822 3.456  -0.0226
C -0.681 4.433 0.620  -0.1246
C -0.820 4.764 -0.725  -0.0269
C -0.940 6.093 -1.119  -0.0692
C -0.920 7.105 -0.173  -0.0834
C -0.796 6.781 1.171  -0.0664
C -0.670 5.457 1.565  -0.0175
H -4.385 3.032 4.400  0.0941
H -4.026 1.521 3.543  0.0816
H -5.564 2.359 3.251  0.0996
H -4.111 5.234 3.201  0.0973
H -5.422 4.733 2.109  0.0977
H -3.848 5.237 1.446  0.0925
H -1.714 1.433 2.013  0.1354
H -2.678 3.110 -0.278  0.1293
H -1.751 -0.926 -1.886  0.1051
H -0.616 -0.598 -4.059  0.1146
H -0.962 1.506 -5.313  0.1134
H -2.389 3.281 -4.342  0.1194
H -3.421 3.004 -2.143  0.1391
H -4.848 0.658 -2.414  0.1094
H -7.072 -0.353 -2.309  0.1066
H -7.960 -1.210 -0.169  0.1057
H -6.602 -0.984 1.897  0.1068
H -4.365 0.020 1.793  0.1058
H 2.081 3.154 0.591  0.1218
H 3.960 3.238 2.207  0.1098
H 3.497 3.131 4.639  0.1071
H 1.170 2.836 5.428  0.1090
H -0.687 2.736 3.818  0.1190
H -0.818 3.976 -1.466  0.1000
H -1.042 6.333 -2.170  0.1030
H -0.994 8.141 -0.479  0.1043
H -0.790 7.562 1.921  0.1069
H -0.573 5.224 2.617  0.1186

Forces on atoms 1 to 3 (eV/Å):
Tl 0.5 0.6 0.8
N -0.3 -0.2 -0.5
C 0.0 -0.1 -0.1


Entry 2:
The following is a DFT calculation (the ωB97M-V functional and the def2-TZVPD basis) of a molecular structure, C8H12FFeN2O8P2.

- total charge = -1
- expectation value of S² = 6.01
- LUMO (spin up / spin down) (eV) = 2.829 / 2.829
- multiplicity = 5
- F_max (eV Å⁻¹) = 1.5
- E (eV) = -83544.438

Each line ends with the Löwdin charge.
Cartesian coordinates (Å):
Fe -0.066 -0.380 -0.024  0.9064
O 0.587 1.461 3.793  0.0104
C 0.286 1.136 2.648  -0.6388
O 0.697 0.143 1.995  -0.0794
C -0.718 2.043 1.899  -0.1664
C -1.109 3.266 2.435  -0.0094
C -2.012 4.044 1.735  -0.0707
C -2.499 3.572 0.521  -0.0673
C -2.055 2.341 0.065  -0.1195
N -1.181 1.600 0.733  0.0797
H -0.693 3.552 3.391  0.1120
H -2.329 5.004 2.122  0.0994
H -3.208 4.149 -0.056  0.0960
H -2.391 1.930 -0.876  0.1051
N 1.777 0.240 -3.904  0.1249
C 1.326 -1.093 -3.423  -0.5240
C 1.561 -2.174 -4.437  -0.0837
P -0.491 -0.634 -3.247  0.2855
O -1.256 -1.982 -2.877  -0.1273
O -0.802 -0.141 -4.619  -0.3166
O -0.585 0.377 -2.137  -0.3379
P 2.266 -1.249 -1.832  0.2868
O 1.271 -2.279 -1.033  -0.1688
O 3.607 -1.838 -2.029  -0.3092
O 2.117 0.122 -1.234  -0.3405
H 0.957 0.592 -4.455  0.1244
H 2.667 0.229 -4.406  0.1649
H 1.864 0.745 -2.985  0.1216
H 1.068 -1.925 -5.376  0.0796
H 1.119 -3.093 -4.060  0.0879
H 2.627 -2.344 -4.593  0.0764
H -1.328 -2.036 -1.910  0.0205
H 1.766 -2.942 -0.551  0.0844
F -1.362 -1.821 -0.072  -0.5063

Forces on atoms 1 to 3 (eV/Å):
Fe -0.5 0.6 0.4
O 0.0 0.2 0.1
C -0.3 0.4 0.0


Entry 3:
The following is a DFT calculation (the ωB97M-V functional and the def2-TZVPD basis) of 10 unconnected molecules or ions with the total composition C39H87N3O7.

- total charge = 0
- LUMO (eV) = 0.377
- F_max (eV Å⁻¹) = 3.5
- structure (SMILES) = CCN(CC)CC.CCN(CC)CC.CCN(CC)CC.CC(C)=O.CC(C)=O.CC(C)=O.CC(C)=O.CC(C)=O.CC(C)=O.CC(C)=O
- E (eV) = -60652.560

Each line ends with the Löwdin charge.
Cartesian coordinates (Å):
C -2.879 -2.415 3.128  -0.0716
C -2.374 -2.572 4.593  -0.2173
N -1.661 -1.399 5.146  -0.1916
C -2.396 -0.177 5.215  -0.2558
C -3.669 -0.345 6.192  -0.0450
C -0.302 -1.137 4.617  -0.2155
C 0.516 -0.397 5.704  -0.0672
H -2.582 -1.481 2.651  0.0440
H -3.962 -2.512 3.058  0.0654
H -2.491 -3.285 2.597  0.0552
H -3.155 -2.952 5.251  0.1004
H -1.750 -3.462 4.513  0.0867
H -1.819 0.709 5.480  0.0939
H -2.697 0.255 4.261  0.0597
H -4.362 -1.083 5.790  0.0526
H -3.388 -0.797 7.143  0.0665
H -4.175 0.607 6.356  0.0494
H -0.392 -0.578 3.685  0.0850
H 0.149 -2.098 4.370  0.1052
H 0.855 -1.081 6.482  0.0724
H 0.143 0.538 6.124  0.0642
H 1.418 -0.114 5.162  0.0596
C -1.493 1.592 1.848  -0.0727
C -2.597 2.659 1.776  -0.2147
N -3.795 2.412 2.615  -0.1899
C -4.521 1.170 2.438  -0.2674
C -5.022 1.110 1.015  -0.0844
C -3.580 2.778 4.033  -0.2490
C -4.231 4.178 4.226  -0.0852
H -0.793 1.692 1.018  0.0625
H -1.988 0.660 1.576  0.0545
H -0.951 1.597 2.794  0.0725
H -2.149 3.584 2.140  0.1124
H -2.956 2.738 0.750  0.0990
H -3.964 0.278 2.725  0.0769
H -5.406 1.387 3.036  0.1224
H -4.116 1.057 0.410  0.0395
H -5.759 0.310 0.952  0.0800
H -5.608 1.988 0.745  0.0816
H -2.523 2.871 4.282  0.1046
H -4.141 2.184 4.754  0.0901
H -5.294 4.093 4.002  0.0691
H -3.767 4.862 3.515  0.0632
H -4.067 4.578 5.226  0.0651
C -5.515 3.758 -2.752  -0.0843
C -5.529 2.571 -3.728  -0.2416
N -4.234 2.155 -4.307  -0.2080
C -3.297 1.808 -3.229  -0.2041
C -3.746 0.456 -2.461  -0.0601
C -4.316 1.157 -5.363  -0.2587
C -2.938 0.964 -6.000  -0.0884
H -6.441 4.330 -2.698  0.0680
H -4.848 4.589 -2.985  0.0763
H -5.261 3.466 -1.733  0.0539
H -6.007 1.683 -3.316  0.0994
H -6.121 2.851 -4.599  0.1073
H -2.258 1.708 -3.541  0.0895
H -3.230 2.649 -2.539  0.0941
H -4.753 0.516 -2.046  0.0486
H -3.661 -0.420 -3.104  0.0589
H -3.211 0.346 -1.518  0.0396
H -5.022 1.522 -6.108  0.1139
H -4.686 0.213 -4.963  0.1023
H -3.004 0.661 -7.045  0.0640
H -2.351 0.230 -5.449  0.0433
H -2.414 1.920 -5.996  0.0841
C 4.194 0.474 -2.299  -0.0252
C 4.696 -0.311 -3.499  -0.4318
O 3.871 -0.978 -4.169  0.0104
C 6.201 -0.488 -3.648  -0.0229
H 4.963 1.037 -1.770  0.0782
H 3.790 -0.297 -1.643  0.0635
H 3.299 1.035 -2.568  0.0816
H 6.541 0.454 -4.080  0.0838
H 6.513 -1.292 -4.314  0.0877
H 6.662 -0.528 -2.661  0.0773
C 4.021 -3.427 -1.312  -0.0242
C 5.341 -3.954 -1.712  -0.4742
O 6.335 -3.255 -1.816  0.0546
C 5.348 -5.433 -2.136  -0.0153
H 4.062 -2.630 -0.569  0.0668
H 3.439 -4.254 -0.906  0.0750
H 3.497 -3.110 -2.213  0.0944
H 5.072 -5.551 -3.184  0.0890
H 4.540 -5.959 -1.626  0.0649
H 6.276 -5.956 -1.908  0.0825
C 0.839 -5.042 3.027  -0.0272
C 2.279 -4.844 2.888  -0.5038
O 2.740 -3.938 2.215  0.0443
C 3.271 -5.640 3.726  -0.0152
H 0.249 -4.232 2.598  0.0824
H 0.653 -5.033 4.101  0.0876
H 0.518 -6.060 2.809  0.0951
H 3.181 -6.699 3.488  0.0806
H 3.049 -5.472 4.780  0.0849
H 4.295 -5.338 3.504  0.0808
C 1.087 -0.690 0.781  -0.0140
C 1.147 0.132 -0.485  -0.4773
O 1.627 1.249 -0.369  0.0219
C 0.416 -0.320 -1.770  0.0056
H 1.749 -1.552 0.698  0.0786
H 0.051 -0.976 0.960  0.0722
H 1.385 0.007 1.565  0.0789
H 0.053 0.513 -2.373  0.0824
H -0.291 -1.086 -1.452  0.0806
H 1.217 -0.770 -2.357  0.0611
C 2.707 4.250 -0.671  -0.0282
C 2.934 5.750 -0.893  -0.4905
O 2.054 6.564 -0.649  0.0441
C 4.251 6.184 -1.533  -0.0198
H 1.828 4.149 -0.034  0.0756
H 3.539 3.894 -0.063  0.0724
H 2.552 3.778 -1.641  0.0842
H 5.076 5.506 -1.315  0.0761
H 4.330 7.170 -1.076  0.0829
H 3.916 6.244 -2.568  0.0906
C -0.875 -1.665 -7.492  -0.0274
C 0.473 -1.630 -6.847  -0.5110
O 1.390 -2.311 -7.260  0.0698
C 0.666 -0.893 -5.592  -0.0283
H -1.183 -0.736 -7.972  0.0786
H -1.544 -2.153 -6.784  0.0974
H -0.745 -2.214 -8.425  0.0812
H 0.796 -1.486 -4.686  0.0809
H -0.240 -0.328 -5.375  0.0535
H 1.585 -0.311 -5.532  0.0860
C 4.763 0.916 1.418  -0.0249
C 4.694 -0.305 2.246  -0.4797
O 3.779 -0.406 3.077  0.0257
C 5.681 -1.427 2.057  -0.0021
H 5.753 1.370 1.371  0.0893
H 4.019 1.671 1.671  0.0879
H 4.560 0.623 0.387  0.0560
H 5.188 -2.159 1.417  0.0679
H 5.873 -1.991 2.970  0.0904
H 6.544 -0.969 1.574  0.0816

Forces on atoms 1 to 3 (eV/Å):
C -0.4 -0.6 0.5
C 0.3 0.5 -0.8
N 0.8 -1.0 0.1


Entry 4:
The following is a DFT calculation (the ωB97M-V functional and the def2-TZVPD basis) of a molecular structure, C4H4OTl.

- total charge = +1
- LUMO (eV) = -4.744
- energy relative to the best compared isomer or geometry (same formula, charge and spin) (kcal/mol) = 52.3
- F_max (eV Å⁻¹) = 3.8
- E (eV) = -10942.975

Each line ends with the Löwdin charge.
Cartesian coordinates (Å):
H 1.123 1.797 0.258  0.2201
C -2.049 -0.494 0.432  0.1246
C -1.120 0.147 -0.322  -0.1591
C 0.121 0.496 0.247  0.0892
C 1.402 0.642 -0.117  -0.3268
O 2.477 0.056 0.066  -0.3274
Tl 4.236 -1.493 -0.680  1.0801
H -1.889 -0.655 1.500  0.0907
H -3.001 -0.812 0.004  0.0889
H -1.300 0.315 -1.388  0.1197

Forces on atoms 1 to 3 (eV/Å):
H 0.4 -0.2 -0.9
C 0.3 0.9 0.0
C -1.4 0.4 -0.2


Entry 5:
The following is a DFT calculation (the ωB97M-V functional and the def2-TZVPD basis) of a molecular structure, C23H36BBr39ClOP.

- total charge = 0
- LUMO (eV) = -0.334
- F_max (eV Å⁻¹) = 1.1
- E (eV) = -2780623.622

Each line ends with the Löwdin charge.
Cartesian coordinates (Å):
C 8.602 1.918 -2.144  -0.0683
C 7.519 1.012 -2.711  -0.2672
O 6.799 0.353 -1.677  -0.1711
C 7.105 -1.016 -1.555  -0.2496
C 6.430 -1.923 -2.609  -0.1599
C 5.178 -1.331 -3.263  -0.1911
C 3.990 -2.318 -3.320  -0.2314
C 2.860 -1.953 -2.326  -0.2271
B 1.614 -1.268 -2.987  -0.9341
Cl 1.796 -0.266 -4.455  0.6258
P -0.092 -1.533 -2.223  0.9408
C 0.215 -1.284 -0.405  -0.2923
C -1.252 -0.208 -2.760  -0.4902
C -0.879 1.208 -2.327  -0.1709
H 9.534 1.376 -2.013  0.0661
H 8.793 2.705 -2.870  0.0712
H 8.279 2.336 -1.199  0.0754
H 6.810 1.641 -3.243  0.1162
H 7.946 0.290 -3.403  0.1191
H 8.178 -1.187 -1.618  0.0596
H 6.756 -1.327 -0.577  0.1133
H 7.132 -2.197 -3.391  0.1040
H 6.175 -2.857 -2.118  0.1004
H 4.840 -0.431 -2.761  0.1020
H 5.394 -1.053 -4.289  0.1073
H 4.323 -3.319 -3.066  0.0960
H 3.620 -2.375 -4.338  0.0791
H 2.516 -2.857 -1.829  0.0883
H 3.270 -1.286 -1.570  0.1084
H -0.736 -1.414 0.093  -0.0080
H 0.918 -2.052 -0.111  0.0313
H 0.595 -0.286 -0.227  0.0171
H -1.416 -0.235 -3.835  -0.0330
H -2.215 -0.438 -2.310  0.0450
H -0.714 1.260 -1.259  0.0003
H -1.728 1.855 -2.527  0.0331
H 0.008 1.563 -2.838  0.0554
C -0.558 1.416 2.860  -1.6446
Br 1.074 0.643 3.519  0.5576
Br -0.243 2.555 1.340  0.5830
Br -1.872 0.063 2.469  0.5959
H -0.970 2.039 3.647  -0.1469
C 1.425 2.816 7.096  -1.6036
Br 3.045 1.868 6.659  0.5740
Br 0.972 4.135 5.759  0.5526
Br -0.054 1.630 7.426  0.4831
H 1.615 3.349 8.017  -0.0931
C -5.457 -0.365 -3.884  -1.6083
Br -7.180 -0.159 -4.720  0.5926
Br -4.402 -1.716 -4.757  0.5770
Br -4.503 1.303 -3.788  0.5804
H -5.631 -0.696 -2.870  -0.0237
C -3.006 4.707 5.781  -1.6214
Br -4.519 5.890 5.662  0.5949
Br -3.029 3.655 7.390  0.5493
Br -2.860 3.587 4.219  0.6367
H -2.119 5.323 5.821  -0.0457
C -8.617 -3.679 -4.059  -1.6193
Br -8.491 -5.337 -3.084  0.5822
Br -8.431 -3.955 -5.955  0.5763
Br -10.242 -2.735 -3.629  0.5872
H -7.791 -3.057 -3.745  -0.0673
C -5.517 5.229 -4.851  -1.6434
Br -4.046 5.235 -3.604  0.5461
Br -7.062 4.336 -4.129  0.5571
Br -5.941 7.009 -5.450  0.5760
H -5.197 4.667 -5.717  -0.0308
C 0.733 4.579 11.458  -1.6007
Br 0.198 3.316 12.812  0.6086
Br 2.613 4.445 11.063  0.5919
Br -0.328 4.406 9.859  0.5862
H 0.555 5.566 11.858  -0.0288
C -0.797 0.001 11.202  -1.6447
Br -1.252 -1.232 12.608  0.5824
Br 1.080 -0.060 10.776  0.5564
Br -1.887 -0.272 9.637  0.5525
H -1.007 0.996 11.566  -0.0907
C 3.409 5.533 2.321  -1.6257
Br 4.597 6.555 3.440  0.5744
Br 3.685 3.640 2.526  0.5541
Br 1.567 6.008 2.628  0.5361
H 3.636 5.784 1.295  -0.0301
C -0.833 1.295 -7.149  -1.5998
Br 1.046 1.429 -7.542  0.5719
Br -1.293 -0.444 -6.463  0.5918
Br -1.412 2.698 -5.960  0.5657
H -1.367 1.422 -8.079  -0.0305
C -12.111 -6.077 -2.894  -1.6749
Br -13.648 -4.926 -3.044  0.5595
Br -12.172 -7.150 -1.296  0.5659
Br -11.875 -7.158 -4.469  0.5630
H -11.243 -5.438 -2.816  -0.1392
C 9.877 -2.538 1.182  -1.6398
Br 9.611 -0.633 1.273  0.5881
Br 10.237 -3.122 -0.618  0.5854
Br 11.245 -3.123 2.405  0.5729
H 8.953 -3.007 1.489  -0.0295
C -6.055 -8.790 -1.641  -1.6387
Br -7.540 -8.018 -0.687  0.5460
Br -6.439 -8.955 -3.520  0.5650
Br -4.429 -7.807 -1.331  0.5721
H -5.909 -9.787 -1.253  -0.0318

Forces on atoms 1 to 3 (eV/Å):
C 0.2 -0.4 -0.5
C -0.2 0.4 0.4
O 0.2 0.0 0.0


Entry 6:
The following is a DFT calculation (the ωB97M-V functional and the def2-TZVPD basis) of 2 unconnected molecules or ions with the total composition C2HClN2O.

- total charge = 0
- LUMO (spin up / spin down) (eV) = 0.187 / -1.787
- energy relative to the best compared isomer or geometry (same formula, charge and spin) (kcal/mol) = 92.1
- F_max (eV Å⁻¹) = 1.0
- E (eV) = -19635.920

Each line ends with the Löwdin charge.
Cartesian coordinates (Å):
C 0.272 0.185 -1.438  -0.3840
C -0.010 -0.625 -0.369  -0.5773
N 0.510 0.863 -2.346  0.1734
N 2.506 0.803 0.208  0.0679
O 3.383 0.221 -0.255  -0.0113
Cl 0.526 -2.242 -0.354  0.6675
H -0.610 -0.300 0.459  0.0638

Forces on atoms 1 to 3 (eV/Å):
C 0.0 0.4 -0.8
C -0.1 -0.7 0.5
N 0.0 0.0 0.0


Entry 7:
The following is a DFT calculation (the ωB97M-V functional and the def2-TZVPD basis) of 2 unconnected molecules or ions with the total composition C5H7N3.

- total charge = 0
- LUMO (eV) = 1.054
- energy relative to the best compared isomer or geometry (same formula, charge and spin) (kcal/mol) = 59.9
- F_max (eV Å⁻¹) = 6.7
- structure (SMILES) = c1cn[nH]c1.CC#N
- E (eV) = -9766.792

Each line ends with the Löwdin charge.
Cartesian coordinates (Å):
C -1.667 1.635 0.139  -0.0739
C -1.875 0.747 1.099  -0.1579
C -0.305 1.443 -0.253  -0.1424
C 0.777 -1.692 -0.740  -0.3325
C 2.134 -1.346 -1.067  -0.0658
N -0.779 0.024 1.379  0.0456
N -0.262 -2.111 -0.494  0.1361
N 0.196 0.586 0.569  -0.0041
H -2.432 2.313 -0.236  0.0985
H -2.719 0.674 1.687  0.0941
H 0.259 1.950 -0.923  0.0740
H 2.114 -0.352 -0.692  0.0464
H 2.894 -1.899 -0.525  0.0865
H 2.220 -1.554 -2.128  0.0871
H -0.554 -0.417 2.185  0.1081

Forces on atoms 1 to 3 (eV/Å):
C -0.2 1.3 -2.2
C -0.7 -0.8 1.5
C -3.3 -0.8 3.2


- What is the formula in the sixth record?
  C2HClN2O


- Look up the total charge of the second one.
  -1


- Among the records above, which one has the lowest F_max?
  C2HClN2O


- Look up the F_max of the first one.
  1.1 eV Å⁻¹